--- 1 ---
This record from the Open Molecules 2025 dataset describes a cluster of 2 separate species, C3H11N3O in total. The level of theory is ωB97M-V/def2-TZVPD.

ORCA input file:
```
! RIJCOSX wB97M-V def2-TZVPD def2/J DEFGRID3
* xyz 0 1
N -1.90074 3.21168 0.07077
C -1.35770 1.90872 0.25334
O -2.03508 0.93589 0.38825
H -2.01208 3.71027 0.94663
H -1.26432 3.75986 -0.49887
H -0.25485 1.85795 0.26132
N 2.27204 -1.36976 0.95382
C 1.12957 -0.73312 0.28951
C 0.48277 -1.71955 -0.65948
N -0.54047 -1.07422 -1.48814
H 1.94614 -2.20590 1.43007
H 2.63514 -0.77516 1.68914
H 1.47121 0.12720 -0.29001
H 0.36166 -0.36687 0.98421
H 1.25369 -2.13536 -1.30905
H 0.06839 -2.55493 -0.06975
H -0.95227 -1.79614 -2.07057
H -1.30311 -0.78054 -0.88118
*
```

Output
**SMILES**: NC=O.NCCN
**Molar mass**: 105.14 g mol⁻¹
**Gap between HOMO and LUMO**: 10.03 eV

---

--- 2 ---
This record from the Open Molecules 2025 dataset describes a cluster of 2 separate species, C3H11N3O in total. The level of theory is ωB97M-V/def2-TZVPD.

ORCA input file:
```
! RIJCOSX wB97M-V def2-TZVPD def2/J DEFGRID3
* xyz 0 1
H 0.35413 -2.29776 0.42163
N 0.11458 -1.54882 -0.22142
C 0.61954 -0.44637 0.16322
N 0.82366 -0.29052 1.58759
N 0.28225 0.71654 -0.54489
C -0.74782 0.57799 -1.57936
C -0.87155 1.90194 -2.33385
H -0.05335 -0.31396 2.07356
H 1.25520 0.58984 1.82174
H 1.03067 1.36476 -0.72458
H -1.62760 0.15185 -1.09856
H -0.42694 -0.18826 -2.29097
H -1.39778 2.61044 -1.69237
H -1.34790 1.70071 -3.28140
H 0.11841 2.32202 -2.51095
O 0.73369 -2.15762 3.68729
H 1.02232 -1.80813 2.82825
H 0.11849 -2.88465 3.69507
*
```

Output
**SMILES**: [H]/N=C(\N)NCC.O
**Molar mass**: 105.14 g mol⁻¹
**Gap between HOMO and LUMO**: 9.92 eV

---

Winner for stability: 1

---

--- 1 ---
This record from the Open Molecules 2025 dataset describes the molecule C3H11N3O. The level of theory is ωB97M-V/def2-TZVPD.

ORCA input file:
```
! RIJCOSX wB97M-V def2-TZVPD def2/J DEFGRID3
* xyz 0 1
N -0.08378 -1.76400 0.68408
C 0.34517 -0.94840 -0.42329
N 1.73358 -0.57985 -0.16479
C -0.60535 0.32826 -0.68290
N -1.93169 0.10673 -0.16071
C 0.11610 1.56653 0.02961
O 0.45743 1.31753 1.36383
H -1.04436 -2.04611 0.53481
H -0.04744 -1.23127 1.54649
H 0.24355 -1.56871 -1.32903
H 2.22728 -1.40663 0.15508
H 2.18193 -0.24475 -1.00927
H -0.65137 0.57395 -1.74753
H -1.92739 0.12431 0.85414
H -2.57109 0.83515 -0.45767
H -0.60856 2.38615 0.03949
H 0.98748 1.88521 -0.55594
H 1.17851 0.66591 1.32358
*
```

Output
**SMILES**: NC(N)[C@@H](N)CO
**Molar mass**: 105.14 g mol⁻¹
**Gap between HOMO and LUMO**: 9.65 eV

---

--- 2 ---
This record from the Open Molecules 2025 dataset describes a structure of composition C3H11N3O. The level of theory is ωB97M-V/def2-TZVPD.

ORCA input file:
```
! RIJCOSX wB97M-V def2-TZVPD def2/J DEFGRID3
* xyz 0 1
C 0.36110 -0.57286 1.15519
C 0.72370 0.82374 -0.78934
C -1.71215 -1.66112 0.94443
N -0.32834 -1.53985 0.53566
N 0.55056 2.19951 -0.41129
N 0.12284 0.59193 -2.06896
O 1.67818 -0.80624 1.38280
H 1.90502 -1.57565 0.83287
H -0.02621 -0.17890 -0.26641
H -0.06032 0.16874 1.84192
H 1.78614 0.55381 -0.83457
H 1.06386 2.82053 -1.03424
H 0.66406 0.95247 -2.84457
H -0.82300 0.95709 -2.09757
H 0.92975 2.37095 0.51577
H -2.12780 -2.53549 1.46854
H -2.44726 -1.65424 0.12801
H -2.26014 -0.91442 1.54178
*
```

Output
**Molar mass**: 105.14 g mol⁻¹
**Gap between HOMO and LUMO**: 8.74 eV

---

Winner for stability: 1